CH2F3NO in the gas phase in a non-equilibrium geometry, computed with ωB97M-V/def2-TZVPD.

Its SMILES is NC(F)(F)OF. The value obtained for the HOMO energy is -11.5 eV. The calculation puts the LUMO energy at 0.640 eV. The value obtained for the relative energy (zero: lowest compared OMol25 entry of this formula, charge and spin) is 48.65 kcal per mole. The total charge is 0.

Each line ends with the Mulliken charge.
Element x y z (Å)
1 C 0.389 0.162 -0.131  0.83
2 N -0.165 -0.914 0.585  -0.49
3 O -0.626 0.963 -0.768  -0.16
4 F -1.630 1.686 -0.037  -0.15
5 F 0.948 -0.115 -1.323  -0.26
6 F 1.305 0.881 0.512  -0.23
7 H 0.536 -1.240 1.185  0.22
8 H -0.757 -1.423 -0.022  0.23

---

2 unconnected molecules or ions with the total composition CH2F3NOS in a non-equilibrium geometry, computed with ωB97M-V/def2-TZVPD.

The value obtained for the HOMO energy is -10.7 eV. The calculation puts the LUMO energy at 0.390 eV. The value obtained for the relative energy (zero: lowest compared OMol25 entry of this formula, charge and spin) is 39.78 kcal per mole. The total charge is 0.

Each line ends with the Mulliken charge.
Element x y z (Å)
1 C 1.654 -0.687 0.046  0.73
2 N -1.839 0.075 -1.115  -0.46
3 O 0.645 -1.275 0.085  -0.43
4 F 2.436 -0.384 -0.934  -0.14
5 F 2.209 -0.178 1.144  -0.17
6 F -0.917 2.076 0.427  -0.37
7 S -2.056 0.701 0.249  0.37
8 H -1.239 -0.042 1.306  0.18
9 H -0.894 -0.287 -1.210  0.30

---

2 unconnected molecules or ions with the total composition CH2F3NS in a non-equilibrium geometry, computed with ωB97M-V/def2-TZVPD.

The value obtained for the HOMO energy (alpha / beta) is -10.3 / -10.6 eV. The calculation puts the LUMO energy (alpha / beta) at -2.436 / -0.652 eV. The value obtained for the relative energy (zero: lowest compared OMol25 entry of this formula, charge and spin) is 89.31 kcal per mole. The total charge is 0.

Each line ends with the Mulliken charge.
Element x y z (Å)
1 C -0.149 -0.242 0.315  -0.23
2 N -1.092 0.417 0.758  -0.29
3 F -4.493 -0.211 -1.180  -0.16
4 F -3.942 -1.615 0.476  -0.33
5 F -4.091 1.724 -0.047  -0.30
6 S -3.995 0.087 0.314  0.76
7 H -0.289 -1.271 0.080  0.26
8 H 0.786 0.245 0.238  0.28

---

2 unconnected molecules or ions with the total composition CH2F3OPS in a non-equilibrium geometry, computed with ωB97M-V/def2-TZVPD.

Its SMILES is FC(F)(F)P.O=S. The value obtained for the HOMO energy (alpha / beta) is -9.4 / -9.3 eV. The calculation puts the LUMO energy (alpha / beta) at -1.575 / -1.567 eV. The value obtained for the relative energy (zero: lowest compared OMol25 entry of this formula, charge and spin) is 64.35 kcal per mole. The total charge is 0.

Each line ends with the Mulliken charge.
Element x y z (Å)
1 C -1.301 0.620 -0.115  0.64
2 O 2.935 -2.446 1.316  -0.28
3 F -1.708 1.826 0.127  -0.19
4 F -1.429 -0.159 1.008  -0.23
5 F -2.044 0.103 -1.077  -0.22
6 P 0.545 0.401 -0.629  -0.13
7 S 1.857 -3.140 0.588  0.27
8 H 0.419 1.502 -1.507  0.09
9 H 0.727 1.294 0.289  0.05

---

2 unconnected molecules or ions with the total composition CH2F3PS, computed with ωB97M-V/def2-TZVPD.

The value obtained for the HOMO energy (alpha / beta) is -10.7 / -9.3 eV. The calculation puts the LUMO energy (alpha / beta) at -1.664 / -3.110 eV. The value obtained for the relative energy (zero: lowest compared OMol25 entry of this formula, charge and spin) is 56.99 kcal per mole. The total charge is 0.

Each line ends with the Mulliken charge.
Element x y z (Å)
1 C -4.815 -0.097 0.014  0.58
2 F -5.345 -0.312 -1.193  -0.19
3 F -4.305 -1.268 0.426  -0.20
4 F -5.824 0.193 0.836  -0.19
5 P -0.177 -0.541 0.001  -0.07
6 S -3.568 1.189 -0.010  -0.04
7 H 0.743 -0.154 0.986  0.06
8 H 0.418 0.303 -0.943  0.06

---

A molecular structure, CH2FHgLiO in a non-equilibrium geometry, computed with ωB97M-V/def2-TZVPD.

Its multiplicity is 2. The value obtained for the HOMO energy (alpha / beta) is -13.3 / -15.8 eV. The calculation puts the LUMO energy (alpha / beta) at -6.263 / -6.141 eV. The total charge is +1.

Each line ends with the Mulliken charge.
Element x y z (Å)
1 C -0.469 0.494 0.045  -0.18
2 O 1.131 -0.456 0.688  -0.79
3 Hg 1.827 0.804 -0.561  0.68
4 Li 0.471 -1.986 -0.240  0.92
5 F -1.054 -0.807 -0.328  -0.31
6 H -1.067 1.125 -0.630  0.35
7 H -0.839 0.826 1.025  0.32

---

A molecular structure, CH2FLiNaO2 in a non-equilibrium geometry, computed with ωB97M-V/def2-TZVPD.

The value obtained for the HOMO energy is -15.2 eV. The calculation puts the LUMO energy at -4.517 eV. The value obtained for the relative energy (zero: lowest compared OMol25 entry of this formula, charge and spin) is 20.26 kcal per mole. The total charge is +1.

Each line ends with the Mulliken charge.
Element x y z (Å)
1 O 0.696 1.300 -0.151  -0.41
2 C -0.513 0.939 -0.393  0.26
3 O -0.848 -0.244 -0.607  -0.72
4 Li -1.453 -1.311 1.003  0.95
5 Na 1.044 -1.791 -0.884  0.97
6 H -1.269 1.635 0.005  0.38
7 H 1.269 0.449 0.146  0.44
8 F 1.075 -0.976 0.881  -0.87

---

A gas-phase ion, CH2FN2OS (charge -1) in a non-equilibrium geometry, computed with ωB97M-V/def2-TZVPD.

Its SMILES is [O-]/[N+]([S-])=N\CF. The value obtained for the HOMO energy is -3.6 eV. The calculation puts the LUMO energy at 4.165 eV. The value obtained for the relative energy (zero: lowest compared OMol25 entry of this formula, charge and spin) is 3.39 kcal per mole. The total charge is -1.

Each line ends with the Mulliken charge.
Element x y z (Å)
1 C -0.541 -0.245 -0.214  -0.11
2 N -0.349 0.046 -1.618  -0.47
3 N -0.862 1.203 -1.907  0.71
4 O -1.253 2.009 -1.056  -0.67
5 F -0.666 -1.632 -0.074  -0.29
6 S -0.861 1.604 -3.536  -0.52
7 H -1.406 0.106 0.380  0.21
8 H 0.381 0.108 0.502  0.14

---

Q: Look up the total charge of the seventh one.
A: +1